{
  "formula": "C18H68O25",
  "method": "ωB97M-V/def2-TZVPD",
  "elements": ["O", "H", "H", "O", "H", "H", "O", "H", "H", "O", "H", "H", "O", "H", "H", "O", "H", "H", "O", "H", "H", "C", "C", "O", "O", "H", "H", "H", "H", "H", "H", "C", "C", "O", "O", "H", "H", "H", "H", "H", "H", "C", "C", "O", "O", "H", "H", "H", "H", "H", "H", "C", "C", "O", "O", "H", "H", "H", "H", "H", "H", "C", "C", "O", "O", "H", "H", "H", "H", "H", "H", "C", "C", "O", "O", "H", "H", "H", "H", "H", "H", "C", "C", "O", "O", "H", "H", "H", "H", "H", "H", "C", "C", "O", "O", "H", "H", "H", "H", "H", "H", "C", "C", "O", "O", "H", "H", "H", "H", "H", "H"],
  "positions_angstrom": [[-2.22974, 1.98914, 2.13542], [-2.93874, 1.40214, 2.41442], [-2.67174, 2.71214, 1.68042], [-3.11374, 3.65114, -1.47758], [-3.23974, 2.79214, -1.13258], [-3.05374, 3.38614, -2.38658], [1.69726, -4.05086, -1.64058], [1.04726, -3.41486, -1.76658], [1.17726, -4.81586, -1.41258], [1.73526, -2.32386, 1.80642], [1.87226, -2.07686, 0.84342], [1.94726, -3.23086, 1.78542], [-4.28674, -1.03886, 0.25242], [-3.87674, -1.27486, -0.61558], [-4.02974, -1.75686, 0.85242], [-4.26774, 1.41514, 0.16142], [-4.22574, 0.42414, 0.13842], [-5.13674, 1.72114, 0.42142], [3.09326, -1.40486, -3.11058], [3.20326, -2.32286, -3.03358], [3.20726, -1.06786, -3.98358], [0.43226, 3.76514, 2.36942], [0.65926, 3.89714, 0.81142], [1.78426, 4.70514, 0.75642], [0.22226, 2.39614, 2.64742], [-0.48074, 4.29014, 2.75342], [1.22026, 4.05414, 3.10742], [-0.14274, 4.40214, 0.38042], [0.76826, 2.96314, 0.26742], [2.54826, 4.11214, 0.87442], [-0.63974, 2.08514, 2.33042], [-0.58974, -2.31286, -3.89658], [0.52826, -3.14286, -4.61958], [0.74626, -2.82586, -5.96258], [-0.87774, -2.92686, -2.65058], [-1.59074, -2.02686, -4.53558], [-0.14574, -1.33486, -3.64458], [0.43126, -4.21586, -4.43158], [1.41226, -2.86086, -3.99958], [1.28926, -3.51186, -6.39558], [-1.02274, -2.23686, -2.02158], [-2.31074, 0.54914, -3.23858], [-1.54174, 1.85914, -3.71458], [-2.33374, 2.94514, -4.04458], [-3.03674, -0.03886, -4.23158], [-3.05574, 0.76814, -2.41058], [-1.62574, -0.15386, -2.78458], [-1.00674, 1.62414, -4.57558], [-0.86274, 2.33514, -2.96458], [-1.85974, 3.43914, -4.70658], [-2.94474, 0.41314, -5.12358], [3.44426, 1.37914, 1.31242], [4.23926, 0.09714, 1.07342], [3.50026, -0.69086, 0.17142], [3.66626, 2.23114, 0.27642], [3.86926, 1.91714, 2.16242], [2.39726, 1.10314, 1.44042], [4.23326, -0.29086, 2.11042], [5.28526, 0.34014, 0.81542], [4.00426, -1.51286, 0.05942], [3.43426, 1.75114, -0.53358], [0.86926, -0.85186, 4.97442], [1.81626, -0.00586, 4.02742], [1.88326, 1.38514, 4.44742], [0.57426, -2.10286, 4.37142], [0.00726, -0.27986, 5.24242], [1.49326, -1.06886, 5.90942], [1.44026, -0.09586, 3.06842], [2.77326, -0.58486, 3.93042], [1.29026, 1.92214, 3.91442], [1.19726, -2.20786, 3.68542], [-3.35874, -0.17986, 4.29242], [-2.52174, -1.10086, 3.41342], [-2.01874, -2.12286, 4.27442], [-4.14874, 0.52214, 3.38242], [-2.69474, 0.51814, 4.88142], [-4.00574, -0.79286, 4.94542], [-1.74574, -0.54186, 2.85542], [-3.17174, -1.69086, 2.73142], [-1.10574, -2.05186, 4.48942], [-4.71174, 1.06314, 3.95042], [-0.95774, -3.62786, 0.99542], [-1.18774, -4.70386, 2.08642], [-0.18374, -4.71186, 3.05342], [-1.98974, -3.38786, 0.12942], [-0.07074, -3.79986, 0.38642], [-0.81374, -2.62986, 1.56742], [-1.13874, -5.67786, 1.56542], [-2.14874, -4.51286, 2.46942], [-0.30074, -3.90786, 3.62142], [-1.73874, -3.71886, -0.77958], [2.92126, 3.68214, -2.94558], [2.34926, 2.31714, -2.70858], [3.41826, 1.52814, -2.27258], [2.01526, 4.43614, -3.57658], [3.78326, 3.61014, -3.57358], [3.30026, 4.15614, -2.00558], [1.99826, 1.90814, -3.70058], [1.50726, 2.35314, -1.95658], [4.03926, 1.32214, -3.06758], [2.47126, 5.23514, -3.91258], [0.49426, -0.07886, -0.92558], [-0.76874, 0.02714, -0.06758], [-1.15174, 1.41914, -0.23058], [0.97426, -1.36286, -1.06458], [1.15726, 0.67414, -0.57958], [0.40826, 0.28814, -2.04158], [-0.64374, -0.29486, 0.93942], [-1.60374, -0.68386, -0.45258], [-1.76874, 1.64714, 0.58942], [1.81126, -1.29086, -1.49558]],
  "homo_lumo_gap_ev": 8.8,
  "charge": 0,
  "e_above_lowest_kj_mol": 466.5,
  "e_lumo_ev": -0.12,
  "fmax_ev_per_a": 3.99
}

---

{
  "formula": "C4H12NO2",
  "method": "ωB97M-V/def2-TZVPD",
  "elements": ["C", "C", "C", "N", "C", "H", "H", "H", "H", "H", "H", "H", "H", "H", "H", "O", "H", "H", "O"],
  "positions_angstrom": [[1.22891, -3.01872, 0.04584], [0.20167, -1.96361, -0.27899], [0.66994, -0.69721, -0.66543], [-0.24931, 0.30072, -0.94675], [-0.14065, 1.53485, -1.23402], [1.00830, -4.03979, -0.48453], [1.32690, -3.18253, 1.07177], [2.20486, -2.73712, -0.32825], [-0.90938, -2.29550, -0.28471], [1.62731, -0.50060, -0.08153], [-1.20355, -0.07425, -1.25759], [-0.94057, 2.11712, -1.75610], [0.69107, 2.07058, -0.78709], [1.22344, 3.89227, 1.41496], [-0.05340, 3.13982, 1.46609], [0.92958, 2.99115, 1.36910], [-2.24576, 0.34109, 1.51974], [-3.06401, 1.38909, 0.61513], [-2.30535, 0.73262, 0.60235]],
  "homo_lumo_gap_ev": 9.0,
  "charge": 1,
  "e_above_lowest_kj_mol": 322.6,
  "e_lumo_ev": -4.75,
  "fmax_ev_per_a": 5.39
}

---

{
  "formula": "C14H19ClOPd",
  "method": "ωB97M-V/def2-TZVPD",
  "elements": ["C", "C", "C", "H", "C", "C", "H", "H", "H", "H", "Pd", "Cl", "C", "C", "C", "H", "C", "C", "H", "H", "H", "H", "C", "C", "C", "C", "O", "H", "H", "H", "H", "H", "H", "H", "H", "H"],
  "positions_angstrom": [[-2.61468, -1.04296, -1.10988], [-1.76244, -1.25182, -2.25674], [-1.40052, 0.01639, -2.81933], [-1.56173, -2.19529, -2.73713], [-1.70957, 0.99575, -1.87058], [-2.49462, 0.39195, -0.79840], [-2.74218, 0.90056, 0.10185], [-2.75157, -1.79322, -0.34122], [-0.89504, 0.18093, -3.76207], [-1.45642, 2.05648, -1.94192], [-0.82011, -0.52901, -0.46913], [0.38097, -2.80887, 0.01823], [2.46284, -0.01053, -0.76858], [1.94722, 1.22411, -1.28994], [1.53382, 0.99425, -2.63482], [1.88258, 2.17116, -0.75916], [1.78679, -0.38788, -2.94039], [2.36825, -0.98652, -1.78654], [2.64659, -2.02821, -1.68429], [2.87970, -0.13498, 0.21704], [1.08878, 1.73574, -3.29021], [1.54999, -0.87329, -3.87172], [1.22453, -0.41486, 2.55961], [-0.03122, 0.37011, 2.22167], [-1.20639, -0.55469, 2.50677], [-0.11288, 1.59971, 3.09329], [0.08932, 0.84827, 0.91261], [1.27304, -0.65610, 3.63071], [2.08949, 0.20375, 2.28682], [1.26672, -1.34500, 1.96050], [-1.28209, -0.79501, 3.57616], [-2.14087, -0.07519, 2.19179], [-1.09158, -1.50069, 1.94723], [0.74394, 2.23760, 2.88827], [-1.02586, 2.15080, 2.87017], [-0.11478, 1.30655, 4.14934]],
  "homo_lumo_gap_ev": [4.9, 4.9],
  "spin_multiplicity": 3,
  "charge": -2,
  "e_above_lowest_kj_mol": 45.4,
  "e_lumo_ev": [5.60, 5.58],
  "s2": 2.010,
  "fmax_ev_per_a": 7.65
}

---

{
  "formula": "C46H78I2N2O9",
  "method": "ωB97M-V/def2-TZVPD",
  "elements": ["C", "C", "C", "C", "C", "C", "C", "C", "C", "O", "I", "C", "C", "C", "N", "C", "C", "C", "C", "O", "C", "C", "I", "C", "C", "C", "C", "C", "O", "N", "C", "C", "C", "O", "H", "H", "H", "H", "H", "H", "H", "H", "H", "H", "H", "H", "H", "H", "H", "H", "H", "H", "H", "H", "H", "H", "H", "H", "H", "H", "H", "H", "C", "C", "O", "C", "C", "H", "H", "H", "H", "H", "H", "H", "H", "H", "H", "C", "C", "O", "C", "C", "H", "H", "H", "H", "H", "H", "H", "H", "H", "H", "C", "C", "O", "C", "C", "H", "H", "H", "H", "H", "H", "H", "H", "H", "H", "C", "C", "O", "C", "C", "H", "H", "H", "H", "H", "H", "H", "H", "H", "H", "C", "C", "O", "C", "C", "H", "H", "H", "H", "H", "H", "H", "H", "H", "H"],
  "positions_angstrom": [[-5.47984, -5.28618, -7.94850], [-5.24043, -4.08264, -7.93691], [-4.83612, -2.55437, -7.83086], [-4.20521, -2.30206, -6.37217], [-3.60765, -0.83125, -6.26113], [-3.24889, -0.41259, -4.76127], [-2.04518, -0.98911, -4.01229], [-1.16371, -2.04750, -4.77848], [-0.92484, -3.41041, -3.94756], [0.17071, -3.91586, -4.00625], [-2.61586, -4.12698, -2.79758], [-1.73239, -0.58727, -2.57155], [-0.53694, -1.15008, -1.71621], [0.89949, -1.04955, -2.38399], [1.43299, 0.35743, -2.49300], [0.91255, 1.06761, -3.71218], [0.19458, 2.42542, -3.18901], [2.88337, 0.14312, -2.77659], [4.02516, 0.68067, -1.80140], [3.27742, -0.49616, -3.75692], [-2.67401, 0.41341, -1.88288], [-2.53268, 0.89687, -0.39340], [-2.78756, -0.74238, 1.06665], [-1.23142, 1.78304, -0.10748], [-1.00479, 2.07915, 1.44736], [-3.82411, 0.93571, -2.67334], [-4.17609, 0.56795, -4.11043], [-5.48341, 1.28659, -4.61220], [-6.22828, 1.03374, -5.53111], [-5.61769, 2.37573, -3.59573], [-4.61345, 3.35255, -4.02227], [-3.83568, 4.28464, -4.19938], [-4.99030, 1.92818, -2.31046], [-5.43865, 2.31678, -1.25479], [-5.86946, -6.33749, -7.95242], [-3.98425, -2.41573, -8.57088], [-5.71999, -1.88300, -8.02818], [-4.97308, -2.50854, -5.55189], [-3.42118, -3.12396, -6.24651], [-2.71931, -0.65287, -6.95998], [-4.42249, -0.12868, -6.64543], [-0.17347, -1.52981, -5.01979], [-1.58265, -2.38129, -5.77455], [-0.76162, -2.24674, -1.47684], [-0.45103, -0.64838, -0.69663], [1.01082, -1.56993, -3.37998], [1.61795, -1.58768, -1.67201], [0.23446, 0.43746, -4.35721], [1.78098, 1.44208, -4.35422], [0.66519, 2.68037, -2.18134], [-0.90403, 2.21210, -3.03678], [0.41137, 3.23490, -3.94754], [5.03416, 0.46277, -2.28801], [3.94505, 1.80545, -1.72811], [4.03273, 0.14087, -0.80918], [-3.42056, 1.58325, -0.18329], [-0.30036, 1.40520, -0.63658], [-1.45224, 2.80266, -0.58349], [-0.36080, 3.02258, 1.48974], [-0.50216, 1.20418, 1.95085], [-2.01170, 2.33790, 1.92224], [-3.11692, 5.13645, -4.11055], [-5.66683, -10.28659, -11.17450], [-5.58770, -9.02567, -10.33042], [-4.33764, -8.85580, -9.67922], [-3.19467, -8.75535, -10.51635], [-3.25117, -7.58266, -11.48072], [-5.45926, -11.16924, -10.56425], [-6.66175, -10.38901, -11.61296], [-4.94168, -10.27682, -11.99092], [-6.34324, -9.08206, -9.54270], [-5.82869, -8.13837, -10.92534], [-3.03443, -9.69701, -11.05175], [-2.33642, -8.62636, -9.85382], [-4.08347, -7.66888, -12.18136], [-2.32875, -7.52682, -12.06434], [-3.37655, -6.64422, -10.93477], [1.73212, 2.07246, 7.08823], [1.02593, 1.13566, 6.12336], [1.10503, 1.55226, 4.76728], [2.40819, 1.66409, 4.21184], [3.18517, 0.35884, 4.22455], [1.33015, 3.08565, 7.00107], [1.60038, 1.72979, 8.11723], [2.80520, 2.12910, 6.88993], [-0.03660, 1.10477, 6.37660], [1.39724, 0.11053, 6.22743], [2.96759, 2.45940, 4.71628], [2.27708, 1.98695, 3.17623], [3.36097, -0.00198, 5.23924], [4.15849, 0.49075, 3.74474], [2.63419, -0.41898, 3.68921], [7.40653, 1.54446, 8.45452], [6.63969, 1.18992, 7.19165], [5.59915, 2.10434, 6.88351], [5.98485, 3.45247, 6.65825], [6.95443, 3.62022, 5.50051], [6.72721, 1.61363, 9.30793], [8.16118, 0.78433, 8.66722], [7.91697, 2.50579, 8.36538], [6.16427, 0.21586, 7.33016], [7.31670, 1.08388, 6.33746], [6.39108, 3.88787, 7.57706], [5.06858, 4.00306, 6.43366], [7.89862, 3.10317, 5.67946], [7.17855, 4.67841, 5.34373], [6.52598, 3.21388, 4.58070], [0.67238, -0.01582, 12.94255], [-0.03024, 0.37607, 11.65352], [0.67930, 0.00109, 10.48320], [0.92467, -1.38676, 10.30728], [-0.34234, -2.22198, 10.23315], [1.67527, 0.41726, 12.97864], [0.10614, 0.33746, 13.80692], [0.78132, -1.09852, 13.03475], [-0.12635, 1.46399, 11.62143], [-1.04899, -0.02434, 11.62395], [1.59239, -1.75500, 11.09317], [1.46940, -1.48768, 9.36611], [-0.91966, -2.17239, 11.15790], [-0.09512, -3.27079, 10.05056], [-0.98639, -1.86900, 9.42393], [1.89534, 6.70589, -0.73722], [1.17449, 5.79022, 0.23779], [2.05027, 4.97932, 1.00712], [2.98353, 5.66034, 1.83352], [2.33187, 6.55737, 2.87217], [2.52896, 6.12399, -1.41165], [1.17468, 7.27066, -1.33250], [2.53876, 7.42312, -0.22335], [0.53508, 5.10718, -0.32770], [0.51002, 6.36028, 0.89548], [3.69310, 6.22316, 1.21789], [3.56262, 4.88943, 2.34657], [1.75222, 7.36023, 2.41348], [3.09314, 7.01710, 3.50755], [1.65197, 5.97998, 3.50365]],
  "homo_lumo_gap_ev": 8.2,
  "charge": 0,
  "e_above_lowest_kj_mol": 0.0,
  "e_lumo_ev": -0.98,
  "fmax_ev_per_a": 4.43
}